No. 1
Below is one molecule with the formula C18H25N3O4, with properties calculated with wB97M-V/def2-TZVPD.

Atoms and positions in Å:
C1 -1.19606 5.23813 4.57737
C2 0.01536 4.43541 4.11678
C3 -0.05625 2.95802 4.50956
C4 -1.17716 2.16622 3.83427
C5 -1.00223 2.00037 2.31881
C6 0.18382 1.12350 2.01212
O1 0.16419 -0.09226 2.01694
N1 1.35867 1.78285 1.81209
N2 2.50184 1.05496 1.45067
C7 2.64080 0.87141 -0.00855
C8 3.56245 -0.29822 -0.30933
C9 2.62949 -1.43720 -0.68822
O2 2.92243 -2.59040 -0.83799
N3 1.36854 -0.89607 -0.88193
C10 0.23991 -1.66408 -1.27682
C11 -0.05013 -2.84782 -0.61105
C12 -1.15353 -3.57650 -1.00750
C13 -1.96716 -3.14342 -2.04183
C14 -1.67495 -1.95350 -2.70089
O3 -2.39256 -1.43051 -3.72659
C15 -3.54988 -2.10960 -4.17362
C16 -4.15444 -1.29235 -5.30464
C17 -0.55661 -1.21456 -2.31220
C18 1.30368 0.45485 -0.62108
O4 0.34996 1.17152 -0.78185
H1 -1.05407 6.29407 4.35836
H2 -2.10041 4.90883 4.07249
H3 -1.34015 5.12733 5.64986
H4 0.11990 4.53411 3.03459
H5 0.91313 4.86337 4.56923
H6 -0.20249 2.89841 5.59078
H7 0.90100 2.48342 4.28296
H8 -1.21792 1.17045 4.28079
H9 -2.13522 2.65163 4.02407
H10 -1.88268 1.49993 1.91412
H11 -0.89663 2.96777 1.82963
H12 1.40573 2.77732 1.65558
H13 2.36036 0.13422 1.87841
H14 2.97511 1.82819 -0.42253
H15 4.22078 -0.09589 -1.15533
H16 4.18568 -0.57512 0.54031
H17 0.57514 -3.18301 0.19904
H18 -1.39259 -4.49901 -0.50055
H19 -2.82232 -3.73780 -2.32185
H20 -3.28361 -3.11402 -4.53163
H21 -4.27076 -2.20887 -3.35028
H22 -3.43780 -1.19477 -6.11535
H23 -4.40940 -0.29862 -4.94721
H24 -5.05092 -1.78041 -5.67620
H25 -0.34136 -0.29184 -2.82512

Results
net charge: 0
energy above the lowest of the compared OMol25 structures with the same formula, charge and spin: 1.724 eV
HOMO: -0.311 Ha
total energy: -31732.6636 eV
strongest force on any atom: 0.61 eV/A
M: 347.4 g mol⁻¹
structure (SMILES): CCCCCC(=O)NN[C@H]1CC(=O)N(c2cccc(OCC)c2)C1=O

natural (NBO) population analysis, charges in e, atoms 1 to 4: number 1, C, carries -0.61; number 2, C, carries -0.39; number 3, C, carries -0.40; number 4, C, carries -0.39

=====

No. 2
Below is C18H26BN3O4Pd as an isolated structure in a non-equilibrium geometry, with properties calculated with wB97M-V/def2-TZVPD.

Atoms and positions in Å:
Pd1 -0.16245 1.74078 0.45565
O1 -0.91188 3.31928 -3.35099
C1 -0.52564 2.80699 -2.30799
O2 -0.93941 3.07285 -1.12818
C2 0.56797 1.74677 -2.40757
C3 1.03992 1.31249 -3.65585
C4 2.01875 0.36378 -3.71875
C5 2.51830 -0.20082 -2.52278
C6 3.50089 -1.21240 -2.47905
C7 3.92944 -1.72207 -1.28305
C8 3.39065 -1.25224 -0.07256
C9 2.43632 -0.27064 -0.08060
C10 1.98510 0.27823 -1.29849
N1 1.05056 1.26841 -1.27861
H1 0.61034 1.76690 -4.53782
H2 2.41655 0.04057 -4.67293
H3 3.90759 -1.59245 -3.40873
H4 4.68009 -2.50155 -1.26598
H5 3.72440 -1.68020 0.86385
H6 1.98459 0.09585 0.83394
N2 1.47849 3.49819 1.02678
C11 1.93566 3.34028 2.40766
C12 0.73044 3.08373 3.30693
N3 0.11939 1.79968 2.94745
H7 2.24815 3.53912 0.37300
H8 0.92033 4.33575 0.91592
H9 2.49332 4.20589 2.78008
H10 2.59454 2.46901 2.44937
H11 -0.00985 3.86663 3.13034
H12 1.03656 3.13210 4.35626
H13 -0.82089 1.70068 3.30691
H14 0.66664 1.02467 3.30065
C13 -4.17050 -1.28289 0.65657
C14 -2.71503 -1.62730 0.96986
C15 -2.64246 -2.66371 2.07666
O3 -2.08636 -0.39966 1.42343
B1 -1.45319 0.18205 0.33662
O4 -1.46602 -0.66089 -0.75487
C16 -1.89092 -1.96763 -0.30545
C17 -2.66977 -2.65449 -1.41093
C18 -0.61468 -2.74962 0.01314
H15 -4.61444 -0.84344 1.54964
H16 -4.74669 -2.16308 0.36887
H17 -4.21215 -0.54115 -0.14169
H18 -3.26146 -2.33952 2.91344
H19 -1.62112 -2.78642 2.43323
H20 -3.01475 -3.62595 1.71963
H21 -3.50346 -2.03624 -1.73807
H22 -3.04629 -3.62106 -1.07077
H23 -2.00893 -2.81358 -2.26336
H24 -0.07901 -2.27440 0.83633
H25 0.03646 -2.71891 -0.86143
H26 -0.83407 -3.78838 0.26428

Results
net charge: 0
HOMO (spin up / spin down): -0.226 / -0.320 Ha
total energy: -35906.6724 eV
strongest force on any atom: 1.20 eV/A
M: 465.7 g mol⁻¹
2S+1: 3

natural (NBO) population analysis, charges in e, atoms 1 to 4: number 1, Pd, carries 0.82; number 2, O, carries -0.65; number 3, C, carries 0.73; number 4, O, carries -0.73

=====

No. 3
Below is C18H26Br12ClF2N2O3 as an isolated structure in a non-equilibrium geometry, with properties calculated with wB97M-V/def2-TZVPD.

Atoms and positions in Å:
C1 4.48154 -0.70071 1.58086
C2 3.04641 -0.88420 1.08823
C3 2.66687 -0.05606 -0.13269
Cl1 3.39795 1.58772 0.00232
C4 1.12867 0.03419 -0.46018
N1 1.05394 0.12127 -1.99415
C5 -0.13600 -0.30614 -2.63644
O1 -0.32091 -1.39090 -3.04231
F1 -1.04957 0.66520 -2.81227
C6 1.59305 1.30093 -2.59534
O2 1.05843 2.31588 -2.82453
F2 2.85184 1.06966 -2.97799
C7 0.50674 1.22342 0.26349
C8 -1.02779 1.32879 0.35353
C9 -1.45941 1.66073 1.78513
C10 -1.54352 2.44520 -0.56277
N2 -1.68963 0.04648 -0.03008
O3 -2.96096 0.06217 0.04888
C11 -1.07507 -1.27564 0.25831
C12 -1.26320 -1.63323 1.74378
C13 -1.83597 -2.31266 -0.57573
C14 0.44425 -1.28240 -0.06572
H1 4.58087 0.19351 2.19637
H2 4.75943 -1.55745 2.19867
H3 5.19221 -0.63360 0.75440
H4 2.90344 -1.93475 0.81833
H5 2.35810 -0.66666 1.91513
H6 3.15317 -0.47531 -1.01340
H7 0.91873 1.18020 1.27998
H8 0.87186 2.15310 -0.17414
H9 -2.51642 1.89960 1.81253
H10 -1.22978 0.85921 2.48429
H11 -0.90035 2.54251 2.11942
H12 -0.99240 2.50205 -1.49927
H13 -1.44313 3.40442 -0.04911
H14 -2.60195 2.28561 -0.77157
H15 -0.58260 -1.08000 2.39508
H16 -1.03923 -2.69685 1.87241
H17 -2.29801 -1.45989 2.04579
H18 -2.76001 -2.59731 -0.07045
H19 -2.10409 -1.92122 -1.55524
H20 -1.22342 -3.20902 -0.69490
H21 0.93659 -1.66475 0.82446
H22 0.64289 -2.01732 -0.85042
C15 -0.99025 0.57476 -6.30801
Br1 -2.23098 -0.52469 -7.27718
Br2 0.83128 0.07655 -6.68396
Br3 -1.28855 2.44325 -6.63282
H23 -1.16553 0.40008 -5.25643
C16 -5.47254 -0.70379 1.83796
Br4 -4.61180 -2.20657 2.67662
Br5 -7.36748 -0.98650 1.68178
Br6 -5.07215 0.92699 2.77061
H24 -5.06381 -0.61159 0.83986
C17 6.55824 -1.42723 -2.43699
Br7 6.14992 0.35383 -1.85202
Br8 8.15152 -2.10412 -1.60370
Br9 5.06179 -2.60635 -2.14854
H25 6.73518 -1.39394 -3.50229
C18 -3.03866 1.66193 6.32612
Br10 -3.74916 3.11051 5.27807
Br11 -1.86807 0.54297 5.28851
Br12 -2.18944 2.30351 7.92249
H26 -3.87308 1.04464 6.62724

Results
net charge: 0
HOMO (spin up / spin down): -0.314 / -0.365 Ha
total energy: -886675.1750 eV
strongest force on any atom: 1.01 eV/A
M: 1350.7 g mol⁻¹
2S+1: 2

natural (NBO) population analysis, charges in e, atoms 1 to 4: number 1, C, carries -0.61; number 2, C, carries -0.42; number 3, C, carries -0.18; number 4, Cl, carries -0.07

=====

No. 4
Below is C18H26CdSb2 as an isolated structure, with properties calculated with wB97M-V/def2-TZVPD.

Atoms and positions in Å:
Cd1 0.02820 -0.07750 -0.25870
C1 0.69930 0.90590 2.51870
C2 1.83340 0.23530 2.06070
C3 2.49550 0.68010 0.91630
C4 2.01920 1.79900 0.22240
C5 0.89060 2.48010 0.69430
C6 0.23420 2.03190 1.84090
H1 0.24180 0.61340 3.45560
H2 2.25380 -0.57290 2.64710
H3 3.43070 0.22130 0.61690
H4 2.59400 2.21080 -0.60050
H5 0.58920 3.41010 0.22670
H6 -0.58420 2.60920 2.25290
C7 -5.00600 0.31450 -0.02150
Sb1 -2.87980 -0.08160 -0.05560
C8 -2.88750 -1.12440 -1.93410
C9 -2.84460 -1.71680 1.42900
C10 -3.62070 -2.90090 0.97580
C11 -4.94450 -3.00390 1.42510
C12 -5.76770 -4.04940 1.05630
C13 -5.28130 -5.01860 0.19250
C14 -3.98140 -4.92970 -0.26320
C15 -3.12940 -3.88730 0.11410
C16 -1.75870 -4.01800 -0.51070
Sb2 0.03860 -2.91200 0.00390
C17 1.41280 -3.74130 -1.41670
C18 0.64600 -3.88060 1.82620
H7 -5.48560 -0.64700 -0.20650
H8 -5.25610 1.02010 -0.80780
H9 -5.30880 0.71370 0.94150
H10 -3.59250 -1.95090 -1.92620
H11 -1.88510 -1.48340 -2.17380
H12 -3.18830 -0.41630 -2.70270
H13 -3.30590 -1.29000 2.31980
H14 -1.79750 -1.93490 1.66870
H15 -5.31980 -2.25700 2.11220
H16 -6.77320 -4.11570 1.44580
H17 -5.90460 -5.84540 -0.11010
H18 -3.60880 -5.69070 -0.93160
H19 -1.84890 -3.91440 -1.59760
H20 -1.40870 -5.03910 -0.32620
H21 1.38440 -4.82730 -1.34380
H22 2.41980 -3.39420 -1.18790
H23 1.14340 -3.43440 -2.42680
H24 0.68940 -4.94560 1.60430
H25 -0.08070 -3.70950 2.61720
H26 1.62970 -3.53760 2.13570

Results
net charge: +2
HOMO: -0.519 Ha
total energy: -36710.4371 eV
strongest force on any atom: 0.88 eV/A
M: 598.3 g mol⁻¹

natural (NBO) population analysis, charges in e, atoms 1 to 4: number 1, Cd, carries 1.20; number 2, C, carries -0.25; number 3, C, carries -0.19; number 4, C, carries -0.26